1.
76
Properties=species:S:1:pos:R:3 method="wB97M-V/def2-TZVPD" multiplicity=2 total_charge=+3 orbital_gap_ev="5.8 / 5.8" e_tot_ev=-122971.5800 de_lowest_kcal_mol=25.7 s_squared=0.75 homo_energy_ev="-15.67 / -15.67" lumo_energy_ev="-9.88 / -9.85"
Ti -0.214 -0.269 -0.123
O -4.108 1.403 -0.704
C -3.019 0.704 -0.644
O -1.883 1.135 -0.799
C -3.159 -0.754 -0.438
C -4.329 -1.482 -0.359
C -4.237 -2.870 -0.317
C -2.993 -3.462 -0.458
C -1.865 -2.654 -0.548
N -1.943 -1.314 -0.450
C -0.462 -3.015 -0.754
O -0.015 -4.219 -0.943
O 0.346 -2.082 -0.724
H -3.956 2.339 -0.916
H -5.284 -0.972 -0.356
H -5.127 -3.476 -0.216
H -2.912 -4.542 -0.501
H -0.701 -4.892 -1.078
S -1.515 3.036 6.544
N -1.085 3.677 5.140
C -0.956 2.687 4.278
C -0.553 2.803 2.901
C -0.206 4.016 2.294
C 0.185 4.007 0.977
C 0.231 2.797 0.289
N -0.092 1.636 0.844
C -0.490 1.630 2.134
C -0.835 0.340 2.705
N -0.789 -0.733 1.881
C -1.001 -1.938 2.408
C -1.313 -2.146 3.744
C -1.421 -1.059 4.584
C -1.168 0.214 4.067
C -1.235 1.414 4.854
N -1.561 1.488 6.132
H -0.252 4.926 2.879
H 0.446 4.924 0.467
H 0.510 2.769 -0.754
H -0.928 -2.788 1.746
H -1.475 -3.152 4.106
H -1.687 -1.170 5.627
C 1.597 2.736 -3.927
C 2.551 2.261 -2.831
S 2.058 0.808 -1.835
C 2.215 -0.575 -3.004
C 1.045 -0.730 -3.969
S -0.560 -0.658 -3.099
C -1.572 0.434 -4.165
C -0.955 1.727 -4.683
S -0.160 2.766 -3.416
H 1.681 2.119 -4.818
H 1.862 3.755 -4.207
H 2.700 3.038 -2.080
H 3.526 2.032 -3.262
H 2.289 -1.457 -2.366
H 3.149 -0.462 -3.553
H 1.105 -1.695 -4.469
H 1.047 0.051 -4.724
H -2.445 0.644 -3.545
H -1.896 -0.171 -5.012
H -1.754 2.323 -5.123
H -0.233 1.541 -5.474
C 4.325 -0.389 0.568
P 2.834 -1.149 1.222
C 2.896 -1.033 3.017
C 2.877 -2.904 0.813
O 1.566 -0.429 0.734
H 5.196 -0.868 1.019
H 4.330 0.673 0.810
H 4.366 -0.512 -0.512
H 3.739 -1.613 3.396
H 1.972 -1.430 3.440
H 3.018 0.007 3.317
H 3.816 -3.325 1.175
H 2.814 -3.057 -0.263
H 2.050 -3.417 1.304



2.
72
Properties=species:S:1:pos:R:3 method="wB97M-V/def2-TZVPD" multiplicity=1 total_charge=0 orbital_gap_ev=6.7 e_tot_ev=-140856.3664 de_lowest_kcal_mol=60.1 homo_energy_ev=-7.29 lumo_energy_ev=-0.55
Ir -0.120 0.198 -0.255
O -0.702 -2.786 0.875
N -0.338 -2.571 2.091
C -0.906 -3.331 3.061
C -0.507 -3.253 4.367
C 0.499 -2.359 4.708
C 1.040 -1.560 3.730
C 0.620 -1.637 2.398
S 1.381 -0.580 1.215
H -1.667 -3.998 2.688
H -0.982 -3.888 5.101
H 0.840 -2.273 5.731
H 1.797 -0.826 3.967
Cl -4.750 4.918 2.750
C -3.785 3.565 2.239
C -3.495 2.546 3.164
C -2.736 1.471 2.801
Cl -2.397 0.230 3.956
C -2.190 1.337 1.488
O -1.465 0.316 1.224
C -2.536 2.366 0.572
C -2.186 2.270 -0.806
O -1.567 1.344 -1.349
C -3.321 3.475 0.963
H -3.876 2.612 4.174
H -2.546 3.076 -1.459
H -3.559 4.240 0.235
C -1.100 0.480 -4.315
C -0.400 -0.825 -3.961
As -0.671 -1.434 -2.134
C -2.502 -2.092 -2.091
C -2.919 -3.127 -3.129
C 0.525 -2.957 -1.998
C 0.603 -3.879 -3.210
H -0.851 0.778 -5.334
H -0.805 1.282 -3.641
H -2.186 0.385 -4.251
H 0.681 -0.721 -4.067
H -0.726 -1.636 -4.612
H -3.113 -1.190 -2.171
H -2.620 -2.462 -1.072
H -2.641 -2.835 -4.144
H -4.001 -3.264 -3.120
H -2.468 -4.098 -2.926
H 0.222 -3.471 -1.088
H 1.498 -2.505 -1.792
H -0.347 -4.366 -3.421
H 1.342 -4.664 -3.039
H 0.908 -3.344 -4.111
C 6.185 4.263 -3.895
C 5.038 3.568 -3.214
C 5.114 2.225 -2.877
C 4.058 1.559 -2.264
C 4.223 0.098 -1.930
C 2.899 2.284 -1.962
C 2.798 3.647 -2.283
C 1.554 4.453 -2.009
C 3.869 4.258 -2.916
C 1.764 1.607 -1.284
O 1.437 0.412 -1.636
O 1.102 2.147 -0.366
H 7.087 3.654 -3.869
H 6.404 5.219 -3.417
H 5.949 4.468 -4.941
H 6.023 1.674 -3.095
H 5.264 -0.195 -2.064
H 3.601 -0.527 -2.571
H 3.930 -0.123 -0.903
H 1.306 4.458 -0.950
H 0.693 4.036 -2.536
H 1.696 5.478 -2.348
H 3.792 5.309 -3.174



3.
70
Properties=species:S:1:pos:R:3 method="wB97M-V/def2-TZVPD" multiplicity=1 total_charge=+2 orbital_gap_ev=4.5 e_tot_ev=-64976.0627 de_lowest_kcal_mol=16.6 homo_energy_ev=-12.27 lumo_energy_ev=-7.78
Au 0.592 -0.056 0.021
C 5.066 1.703 0.414
C 3.860 0.851 0.732
O 3.052 0.507 -0.119
N 3.750 0.471 2.033
C 2.667 -0.344 2.576
C 1.477 0.498 2.985
C 1.436 1.081 4.244
C 0.385 1.915 4.579
C -0.599 2.160 3.636
C -0.498 1.550 2.399
N 0.512 0.728 2.080
H 5.047 1.970 -0.638
H 5.983 1.152 0.624
H 5.068 2.608 1.023
H 4.437 0.822 2.680
H 3.064 -0.870 3.441
H 2.361 -1.063 1.815
H 2.230 0.881 4.951
H 0.342 2.374 5.558
H -1.433 2.813 3.847
H -1.234 1.707 1.621
C 0.429 3.239 -1.802
C 0.191 4.515 -1.399
C 0.888 5.062 -0.274
C 0.630 6.340 0.134
C -0.333 7.099 -0.548
C -1.018 6.601 -1.665
C -0.761 5.329 -2.094
H 1.135 2.594 -1.283
H -0.070 2.823 -2.671
H 1.624 4.451 0.233
H 1.162 6.768 0.972
H -0.551 8.102 -0.202
H -1.738 7.221 -2.181
H -1.268 4.924 -2.961
C -4.210 1.128 -1.181
S -2.583 0.469 -1.544
O -1.710 0.998 -0.434
C -2.907 -1.231 -1.095
C -3.076 -2.176 -2.096
C -3.233 -3.511 -1.745
C -3.225 -3.882 -0.406
C -3.068 -2.921 0.587
C -2.892 -1.589 0.244
H -4.443 0.922 -0.138
H -4.939 0.656 -1.841
H -4.180 2.200 -1.367
H -3.089 -1.873 -3.136
H -3.373 -4.258 -2.515
H -3.351 -4.922 -0.135
H -3.095 -3.208 1.630
H -2.736 -0.832 1.003
C 0.426 -5.894 -3.247
C 0.448 -4.851 -2.182
C 0.477 -5.096 -0.843
C 0.519 -4.002 0.044
N 0.530 -2.751 -0.385
C 0.508 -2.508 -1.707
S 0.553 -0.918 -2.285
N 0.458 -3.554 -2.578
C 0.533 -4.218 1.520
H 0.243 -6.877 -2.823
H 1.385 -5.916 -3.769
H -0.346 -5.677 -3.988
H 0.474 -6.111 -0.472
H 0.463 -3.334 -3.566
H 0.848 -5.227 1.774
H -0.478 -4.068 1.907
H 1.183 -3.494 2.008